No. 1
{
  "formula": "C5H6OS",
  "method": "the ωB97M-V functional and the def2-TZVPD basis",
  "symbols": ["C", "C", "C", "C", "C", "H", "H", "H", "H", "H", "H", "O", "S"],
  "xyz": [[-0.7780, 0.9405, -0.6368], [0.7055, 0.9262, -0.0933], [0.9625, -0.4983, 0.5357], [-0.2092, -1.1857, -0.1555], [-1.3278, -0.2367, 0.1481], [0.8066, 1.7334, 0.6169], [1.3771, 1.1645, -0.9293], [0.8646, -0.4893, 1.6218], [1.9418, -0.8958, 0.2695], [-0.0088, -1.2373, -1.2120], [-1.3028, 0.0560, 1.1960], [-1.2217, 1.6909, -1.4581], [-1.8098, -1.9683, 0.0971]],
  "forces_ev_per_a": [[0.0, 0.2, -0.3], [0.1, 0.0, -0.3], [0.0, 0.1, -0.1], [0.0, -0.1, 0.6], [-0.3, -0.1, -0.3], [0.1, 0.3, 0.3], [-0.2, -0.2, 0.2], [0.0, 0.0, -0.1], [0.0, 0.0, 0.0], [0.0, 0.0, -0.5], [0.1, 0.0, 0.0], [0.2, -0.4, 0.4], [0.0, 0.1, 0.0]],
  "total_charge": 0,
  "smiles": "O=C1CC[C@H]2S[C@H]12",
  "spin_multiplicity": 1,
  "e_above_lowest_kj_mol": 242.4,
  "e_tot_ev": -18162.125,
  "homo_energy_ev": -9.21,
  "lumo_energy_ha": 0.01866
}

No. 2
{
  "formula": "C5H6OS",
  "method": "the ωB97M-V functional and the def2-TZVPD basis",
  "symbols": ["C", "C", "C", "C", "C", "H", "H", "H", "H", "H", "H", "O", "S"],
  "xyz": [[1.7214, -0.9326, -0.0217], [0.2629, -0.9619, 0.4395], [-1.7981, 0.3401, -0.0462], [-0.9590, 1.3921, 0.0583], [0.7555, 0.1316, -0.4475], [2.0817, -1.5553, -0.8507], [2.4251, -0.7793, 0.7862], [0.2044, -0.6222, 1.4695], [-2.8389, 0.5454, -0.0070], [-1.3477, 2.4211, 0.1940], [0.4531, 0.0189, -1.4761], [0.4185, 1.4053, 0.0072], [-1.3790, -1.4034, -0.1055]],
  "forces_ev_per_a": [[-0.2, 0.0, -0.5], [0.1, 0.1, -0.1], [1.0, 0.0, 0.0], [-0.7, 0.8, 0.2], [0.2, -0.5, 0.2], [-0.1, 0.3, 0.5], [-0.1, -0.1, 0.0], [0.1, 0.0, -0.1], [-0.7, 0.2, 0.0], [0.2, -0.9, -0.1], [0.0, -0.1, -0.2], [0.1, 0.1, 0.1], [0.2, 0.2, 0.0]],
  "total_charge": 0,
  "smiles": "C1=CS[C@H]2C[C@@H]2O1",
  "spin_multiplicity": 1,
  "e_above_lowest_kj_mol": 257.8,
  "e_tot_ev": -18161.966,
  "homo_energy_ev": -8.15,
  "lumo_energy_ha": 0.03451
}

No. 3
{
  "formula": "C5H6PS",
  "method": "the ωB97M-V functional and the def2-TZVPD basis",
  "symbols": ["C", "C", "C", "C", "C", "P", "S", "H", "H", "H", "H", "H", "H"],
  "xyz": [[0.3457, -0.0659, 1.3359], [-1.8100, -1.0591, -0.1895], [0.5725, 0.6131, 0.2646], [-1.2742, -0.5479, -1.2540], [1.6784, 1.3818, -0.3809], [-1.2271, -0.9716, 1.5126], [-1.3020, -0.2412, -2.7984], [0.6873, 0.1741, 2.3119], [-2.7567, -1.4106, -0.2333], [2.3392, 2.0141, 0.0944], [1.1125, 1.8603, -1.1318], [2.2540, 0.5807, -0.9434], [-0.6196, -2.3278, 1.4120]],
  "forces_ev_per_a": [[-1.5, 0.2, 0.8], [2.3, 1.2, 1.5], [0.0, -1.0, -2.4], [1.3, 1.0, 1.4], [-1.6, -3.4, -1.4], [0.6, -1.6, -0.2], [0.2, 0.4, -1.9], [1.1, 0.0, 1.2], [-3.0, -1.4, -0.4], [1.4, 1.5, 1.6], [0.0, 1.3, -1.3], [-0.4, 0.9, 0.6], [-0.4, 0.8, 0.6]],
  "total_charge": -1,
  "spin_multiplicity": 1,
  "e_above_lowest_kj_mol": 383.0,
  "e_tot_ev": -25402.527,
  "homo_energy_ev": [-2.22, -2.22],
  "lumo_energy_ha": [0.13441, 0.13441]
}

No. 4
{
  "formula": "C5H6S",
  "method": "the ωB97M-V functional and the def2-TZVPD basis",
  "symbols": ["C", "C", "C", "C", "C", "S", "H", "H", "H", "H", "H", "H"],
  "xyz": [[-0.1086, 1.3630, -0.1152], [-0.2211, 0.7403, 1.0608], [0.0503, -0.9637, -0.4307], [0.7171, 0.5085, -1.0194], [0.6083, -0.4910, 0.9352], [2.1108, 0.0578, 0.1444], [-0.5619, 2.2366, -0.4834], [-0.7317, 1.2593, 1.9177], [-0.9590, -0.9883, -0.4084], [0.5892, -1.9918, -0.7172], [1.0362, 0.6368, -2.0833], [0.5498, -1.2435, 1.7322]],
  "forces_ev_per_a": [[-0.3, -0.2, -0.4], [-0.8, 2.9, 0.9], [5.1, -1.0, -1.0], [0.4, -3.4, 0.8], [-1.3, -1.3, 0.1], [1.7, 0.3, -0.3], [-0.5, 1.1, 0.0], [0.6, -1.2, -0.7], [-3.3, -0.3, -0.5], [-1.3, 2.4, 0.1], [-0.8, 0.3, 1.1], [0.5, 0.5, -0.1]],
  "total_charge": 0,
  "spin_multiplicity": 1,
  "e_above_lowest_kj_mol": 216.5,
  "e_tot_ev": -16114.295,
  "homo_energy_ev": -8.27,
  "lumo_energy_ha": 0.03330
}